[1]
Computed, not measured: 5 unconnected molecules or ions with the total composition C34H54F13N3O13PS2 in a non-equilibrium geometry, with ωB97M-V/def2-TZVPD.

Bonds (Å) are listed after each position.
Geometry (Å):
1 C 1.9370 -0.9678 4.3433  O2 1.441, H31 1.138, H32 1.162, H33 1.150
2 O 0.5455 -0.6121 4.2285  C1 1.441, C3 1.445
3 C -0.1684 -1.5150 3.3551  O2 1.445, C4 1.633, H34 1.159, H35 1.153
4 C 0.2725 -1.3836 1.7877  C3 1.633, C5 1.619, H36 1.139, H37 1.153
5 C 1.1934 -2.6818 1.4931  C4 1.619, C6 1.602, H38 1.157, H39 1.139
6 C 1.6742 -2.7947 -0.0304  C5 1.602, C7 1.597, H40 1.157, H41 1.163
7 C 2.2599 -1.4507 -0.6630  C6 1.597, C8 1.583, H42 1.155, H43 1.157
8 C 3.4573 -0.7821 0.1284  C7 1.583, C9 1.536, N24 1.473
9 C 4.5003 -1.3131 1.1229  C8 1.536, C10 1.589, N13 1.451
10 C 4.6218 -2.8101 1.6417  C9 1.589, C11 1.632, H44 1.150, H45 1.135
11 C 6.1415 -3.3558 1.4038  C10 1.632, F12 1.439, H46 1.154, H47 1.140
12 F 6.5745 -4.2322 2.4598  C11 1.439
13 N 5.3632 -0.1966 1.4591  C9 1.451, P14 1.772, C16 1.445
14 P 6.7579 -0.0914 2.5478  N13 1.772, S15 1.936, H48 1.447, H49 1.447
15 S 6.6899 -1.2661 4.0855  P14 1.936
16 C 5.0156 1.0324 0.7829  N13 1.445, C17 1.605, N24 1.454
17 C 5.7212 2.4739 0.8261  C16 1.605, C18 1.608, H50 1.154, H51 1.156
18 C 4.9841 3.5297 1.7899  C17 1.608, C19 1.609, H52 1.144, H53 1.141
19 C 4.7987 4.9126 0.9892  C18 1.609, S20 1.861, H54 1.157, H55 1.156
20 S 3.6735 6.1143 1.8561  C19 1.861, O21 1.503, O22 1.506, O23 1.674
21 O 2.3843 5.3829 2.1025  S20 1.503
22 O 4.3538 6.5235 3.1359  S20 1.506
23 O 3.4481 7.4146 0.8263  S20 1.674, H56 0.987
24 N 3.8588 0.6294 -0.0008  C8 1.473, C16 1.454, C25 1.507
25 C 3.2317 1.6763 -0.8845  N24 1.507, C26 1.628, H57 1.146, H58 1.138
26 C 3.8975 1.4424 -2.3516  C25 1.628, O27 1.257, N28 1.471
27 O 4.0020 0.2625 -2.7723  C26 1.257
28 N 4.3447 2.5243 -3.2418  C26 1.471, C29 1.490, C30 1.491
29 C 5.7270 2.9923 -2.9392  N28 1.490, H59 1.160, H60 1.150, H61 1.155
30 C 3.3677 3.6479 -3.3256  N28 1.491, H62 1.154, H63 1.152, H64 1.145
31 H 2.4648 -0.5336 5.2526  C1 1.138
32 H 2.4696 -0.5564 3.3965  C1 1.162
33 H 2.1339 -2.1005 4.3333  C1 1.150
34 H 0.1030 -2.5853 3.7084  C3 1.159
35 H -1.3123 -1.4506 3.4871  C3 1.153
36 H 0.8029 -0.4000 1.5675  C4 1.139
37 H -0.7107 -1.5130 1.1996  C4 1.153
38 H 0.4994 -3.5888 1.6763  C5 1.157
39 H 2.0211 -2.7649 2.2706  C5 1.139
40 H 0.7279 -3.0524 -0.6441  C6 1.157
41 H 2.3942 -3.6858 -0.2282  C6 1.163
42 H 2.5495 -1.5798 -1.7738  C7 1.155
43 H 1.3980 -0.6786 -0.6733  C7 1.157
44 H 4.4909 -2.7820 2.7843  C10 1.150
45 H 3.9445 -3.5574 1.1211  C10 1.135
46 H 6.0890 -4.0053 0.4512  C11 1.154
47 H 6.8833 -2.5225 1.1678  C11 1.140
48 H 6.8342 1.2642 3.0494  P14 1.447
49 H 7.9271 -0.2664 1.7130  P14 1.447
50 H 6.8282 2.3415 1.1246  C17 1.154
51 H 5.7572 2.9554 -0.2246  C17 1.156
52 H 5.6428 3.7474 2.6998  C18 1.144
53 H 3.9852 3.0920 2.1247  C18 1.141
54 H 4.3916 4.6407 -0.0597  C19 1.157
55 H 5.8425 5.3846 0.8354  C19 1.156
56 H 3.2450 7.0597 -0.0724  O23 0.987
57 H 2.1055 1.4703 -0.9290  C25 1.146
58 H 3.4094 2.7370 -0.5136  C25 1.138
59 H 5.7459 3.8915 -2.2059  C29 1.160
60 H 6.4353 2.1501 -2.6043  C29 1.150
61 H 6.1490 3.4166 -3.9265  C29 1.155
62 H 3.7553 4.4086 -4.1015  C30 1.154
63 H 2.4059 3.2177 -3.7922  C30 1.152
64 H 3.1636 4.1265 -2.3052  C30 1.145
65 C -1.3281 3.5939 0.7540  C66 1.516, H74 1.094, H75 1.092, H76 1.092
66 C -1.8914 3.6025 -0.6536  C65 1.516, O67 1.438, H77 1.092, H78 1.093
67 O -1.9427 2.2704 -1.1932  C66 1.438, C68 1.349
68 C -2.9760 1.5083 -0.7806  O67 1.349, O69 1.202, C70 1.526
69 O -3.8219 1.8745 -0.0086  C68 1.202
70 C -2.9374 0.1413 -1.4582  C68 1.526, F71 1.351, F72 1.348, F73 1.344
71 F -1.7059 -0.4145 -1.4288  C70 1.351
72 F -3.2919 0.2137 -2.7567  C70 1.348
73 F -3.7679 -0.7473 -0.8864  C70 1.344
74 H -0.3515 3.1011 0.7738  C65 1.094
75 H -1.2193 4.6117 1.1333  C65 1.092
76 H -1.9760 3.0398 1.4370  C65 1.092
77 H -1.2341 4.1806 -1.3070  C66 1.092
78 H -2.8779 4.0721 -0.6922  C66 1.093
79 C -6.2962 0.6574 1.9048  C80 1.515, H88 1.094, H89 1.091, H90 1.093
80 C -5.9736 -0.8086 1.6971  C79 1.515, O81 1.438, H91 1.092, H92 1.094
81 O -6.0449 -1.5308 2.9382  C80 1.438, C82 1.348
82 C -7.2827 -1.8605 3.3576  O81 1.348, O83 1.203, C84 1.526
83 O -8.2946 -1.5861 2.7672  C82 1.203
84 C -7.2118 -2.6581 4.6568  C82 1.526, F85 1.350, F86 1.350, F87 1.344
85 F -6.3788 -2.0990 5.5595  C84 1.350
86 F -6.7633 -3.9147 4.4490  C84 1.350
87 F -8.4064 -2.7730 5.2611  C84 1.344
88 H -5.6472 1.0884 2.6723  C79 1.094
89 H -6.1686 1.2166 0.9773  C79 1.091
90 H -7.3246 0.7927 2.2486  C79 1.093
91 H -4.9488 -0.9086 1.3340  C80 1.092
92 H -6.6266 -1.2647 0.9478  C80 1.094
93 C 1.0242 -5.6702 -5.7349  C94 1.516, H102 1.093, H103 1.092, H104 1.092
94 C 2.1308 -4.9754 -4.9665  C93 1.516, O95 1.438, H105 1.092, H106 1.093
95 O 1.9905 -5.1978 -3.5524  C94 1.438, C96 1.348
96 C 2.4211 -6.3923 -3.0985  O95 1.348, O97 1.202, C98 1.526
97 O 2.8956 -7.2509 -3.7933  C96 1.202
98 C 2.2559 -6.4793 -1.5840  C96 1.526, F99 1.350, F100 1.354, F101 1.342
99 F 1.0409 -6.0613 -1.1706  C98 1.350
100 F 3.1635 -5.7137 -0.9332  C98 1.354
101 F 2.4042 -7.7269 -1.1135  C98 1.342
102 H 0.0445 -5.3591 -5.3619  C93 1.093
103 H 1.0885 -5.4382 -6.7996  C93 1.092
104 H 1.0789 -6.7546 -5.6151  C93 1.092
105 H 2.0624 -3.8966 -5.1228  C94 1.092
106 H 3.1205 -5.2887 -5.3095  C94 1.093
107 C -11.8330 1.8653 -2.2142  C108 1.516, H116 1.093, H117 1.092, H118 1.093
108 C -10.8334 0.7275 -2.1507  C107 1.516, O109 1.438, H119 1.092, H120 1.093
109 O -9.4922 1.2132 -2.3325  C108 1.438, C110 1.347
110 C -8.9202 1.7799 -1.2529  O109 1.347, O111 1.203, C112 1.526
111 O -9.4584 1.8997 -0.1834  C110 1.203
112 C -7.4903 2.2090 -1.5687  C110 1.526, F113 1.349, F114 1.355, F115 1.350
113 F -7.3945 2.8732 -2.7392  C112 1.349
114 F -6.6518 1.1493 -1.6655  C112 1.355
115 F -6.9650 3.0237 -0.6295  C112 1.350
116 H -11.7180 2.4252 -3.1464  C107 1.093
117 H -12.8547 1.4861 -2.1518  C107 1.092
118 H -11.6787 2.5746 -1.3977  C107 1.093
119 H -11.0261 0.0260 -2.9651  C108 1.092
120 H -10.9168 0.1669 -1.2157  C108 1.093

The calculation puts the gap between HOMO and LUMO at 8.22 eV. The net charge is +1. The max |F| comes out at 4.742 eV Å⁻¹.

Atomic partial charges in e from the Mulliken method, atoms 1 to 8: C -0.316; O -0.453; C -0.557; C 0.303; C -0.525; C -0.416; C -0.237; C 0.022


[2]
Computed, not measured: a single C9H8Cl3NO2 molecule in a non-equilibrium geometry, with ωB97M-V/def2-TZVPD.

Bonds (Å) are listed after each position.
Geometry (Å):
1 O 2.3357 0.1110 1.8702  N2 1.203
2 N 2.1073 -0.6504 0.9669  O1 1.203, O3 1.171, C4 1.521
3 O 1.8270 -1.7872 0.9916  N2 1.171
4 C 2.2109 -0.0072 -0.4076  N2 1.521, Cl5 1.848, Cl6 1.678, C7 1.756
5 Cl 3.6471 1.1183 -0.1130  C4 1.848
6 Cl 2.4294 -1.1600 -1.6073  C4 1.678
7 C 0.8250 1.0642 -0.5242  C4 1.756, C8 1.646, C10 1.499, H16 1.120
8 C 0.3537 2.4509 0.2273  C7 1.646, Cl9 1.785, H17 1.124, H18 1.090
9 Cl -1.0520 3.0408 -0.7022  C8 1.785
10 C -0.2766 0.0790 -0.2738  C7 1.499, C11 1.441, C15 1.357
11 C -0.7466 -0.7884 -1.3237  C10 1.441, C12 1.384, H19 1.072
12 C -1.8973 -1.5357 -1.1405  C11 1.384, C13 1.358, H20 1.051
13 C -2.5796 -1.5293 0.0336  C12 1.358, C14 1.457, H21 1.130
14 C -1.9081 -0.9076 1.1668  C13 1.457, C15 1.359, H22 1.051
15 C -0.7980 -0.1521 0.9580  C10 1.357, C14 1.359, H23 1.080
16 H 0.7335 1.3793 -1.5948  C7 1.120
17 H -0.0460 2.1061 1.2192  C8 1.124
18 H 1.1807 3.1576 0.2915  C8 1.090
19 H -0.3148 -0.9331 -2.2942  C11 1.072
20 H -2.2885 -2.1564 -1.8930  C12 1.051
21 H -3.4956 -2.1566 0.2462  C13 1.130
22 H -2.0974 -1.0199 2.1942  C14 1.051
23 H -0.1500 0.2766 1.7088  C15 1.080

The calculation puts the gap between HOMO and LUMO at 8.95 eV. The energy above the lowest of the compared OMol25 structures with the same formula, charge and spin comes out at 4.4158 eV. As for the SMILES: O=[N+]([O-])C(Cl)(Cl)[C@H](CCl)c1ccccc1. The max |F| comes out at 5.190 eV Å⁻¹.

Atomic partial charges in e from the natural (NBO) method, atoms 1 to 8: O -0.372; N 0.496; O -0.313; C -0.003; Cl -0.012; Cl 0.142; C -0.244; C -0.366


Among the records above, which one has the highest max |F|? C9H8Cl3NO2